{
  "formula": "C26H46BIN2O16PS5",
  "method": "ωB97M-V with the def2-TZVPD basis set",
  "multiplicity": 1,
  "energy_ha": -4985.92079,
  "max_force_ha_per_bohr": 0.087,
  "charge": 1,
  "gap_ev": 6.30,
  "symbols": ["I", "S", "S", "S", "S", "S", "P", "O", "O", "O", "O", "O", "O", "O", "O", "O", "O", "O", "O", "O", "O", "O", "O", "N", "N", "C", "C", "C", "C", "C", "C", "C", "C", "C", "C", "C", "C", "C", "C", "C", "C", "C", "C", "C", "C", "C", "C", "C", "C", "C", "C", "B", "H", "H", "H", "H", "H", "H", "H", "H", "H", "H", "H", "H", "H", "H", "H", "H", "H", "H", "H", "H", "H", "H", "H", "H", "H", "H", "H", "H", "H", "H", "H", "H", "H", "H", "H", "H", "H", "H", "H", "H", "H", "H", "H", "H", "H", "H"],
  "positions_angstrom": [[-2.760276, 2.165152, -2.793683], [-7.216524, 5.174941, -3.620602], [-0.305303, -0.246788, -3.047238], [2.316221, 2.726563, 2.219021], [-3.455500, -5.534819, 1.917041], [4.454932, -5.131434, 4.397990], [0.739273, 3.032348, 1.087118], [5.863848, -4.333700, 4.505036], [3.091461, 2.559719, -3.305203], [4.650431, -6.459779, 4.895925], [-2.370048, -6.613847, 1.377555], [-0.920555, 5.210784, -2.996776], [-4.410196, -6.575059, 2.714417], [-8.452795, 4.490443, -3.400884], [-7.174765, 6.489454, -2.670294], [4.375032, -5.204075, 2.778508], [-6.031307, 4.343023, -2.881814], [-0.463933, 0.365925, -0.273158], [-6.755506, 5.550432, -4.923463], [-4.178090, -5.021668, 0.793193], [-2.809209, -4.691371, 2.879080], [-2.034036, 4.828803, -0.749481], [3.411514, -4.271059, 4.868230], [-0.201742, 3.258225, -1.449817], [2.245935, 3.931596, -0.895191], [2.073852, 5.322787, -0.431158], [2.501904, -0.570647, -0.260720], [1.957394, -3.521401, 0.793957], [-2.337623, -1.395691, -0.555444], [2.820937, 0.855987, -0.894500], [5.398559, -4.384966, 2.211365], [1.870365, -2.319270, 1.766596], [-5.304255, 5.227625, -2.029353], [1.511063, 1.616147, -1.504012], [2.168587, -0.873067, 1.213058], [-2.532651, -7.837597, 2.096208], [2.335793, -3.229097, -0.699029], [1.937355, 1.684374, -3.070070], [-3.301122, -1.394163, 1.889326], [-0.786470, -1.044631, -0.178313], [0.106645, 0.773506, -1.510849], [-3.073132, -2.271397, 0.565169], [-6.329747, 6.242676, -1.546704], [3.120788, 5.790121, 0.734258], [6.521253, -4.376543, 3.238031], [1.102707, 3.025702, -0.783361], [2.588714, -1.797442, -1.251128], [1.488625, -2.453539, 3.331351], [-0.813489, 2.113259, -1.835116], [3.313599, 2.729986, -4.726636], [-4.018580, -7.914913, 2.410488], [-1.061813, 4.454461, -1.762763], [3.600631, 6.792214, 0.408904], [-0.449953, 0.652727, -4.093967], [-6.944630, 5.830496, -0.741740], [4.376302, 3.132686, -4.913707], [1.116796, 2.103354, -3.753012], [-3.438670, -0.270157, 1.647357], [-0.259771, 2.111539, 1.525287], [3.619394, 0.657820, -1.706900], [-2.089623, 5.807288, -0.677025], [5.720772, -4.788484, 1.250808], [-0.062462, 5.700762, -2.895067], [-2.259470, -2.017929, -1.530407], [4.003550, 5.057332, 0.834031], [2.413053, -4.137780, -1.382654], [-0.719195, -1.303587, 0.949242], [2.851145, -1.655235, -2.352686], [7.186051, -3.520868, 3.120272], [2.534365, 3.455617, -5.143999], [0.558481, -1.776900, 3.466932], [-2.188971, -8.682845, 1.500079], [-4.589803, -8.247541, 1.539350], [-1.938007, -7.773339, 3.012137], [-0.040381, -1.756335, -0.678316], [1.772691, -4.559406, 1.218184], [2.330512, 6.015565, -1.325818], [7.105954, -5.299976, 3.191684], [2.600996, 6.010031, 1.728187], [-4.843454, 4.678242, -1.207772], [1.036261, 5.641819, -0.085868], [-2.908686, -0.442505, -0.860897], [-2.324373, -1.439960, 2.509137], [-4.524047, 5.708429, -2.627964], [3.360331, 1.471892, -0.093872], [-4.153922, -1.775501, 2.560220], [-4.228065, -8.573602, 3.253871], [2.290886, -2.018084, 4.015137], [-5.865178, 7.169879, -1.209051], [0.246859, 4.342661, 1.480498], [2.123547, -0.034299, 1.979501], [1.147625, -3.505475, 3.611112], [-4.118170, -2.527253, 0.148567], [4.989446, -3.381066, 2.064601], [3.102484, 3.566277, -0.452253], [-2.541457, -3.271823, 0.730123], [2.326030, 0.649300, -3.414282], [3.206006, 1.707947, -5.234122]],
  "forces_ev_per_angstrom": [[1.43, 0.10, 0.96], [-0.38, 0.17, -0.29], [0.30, -0.93, 0.43], [-0.16, -0.01, -0.54], [-0.09, -0.58, 0.24], [0.29, -0.17, 0.07], [0.63, -0.50, 2.54], [-0.95, 0.00, -0.16], [-0.78, -0.48, -0.02], [-0.48, 1.01, -0.32], [-0.79, 0.53, -0.09], [1.07, -0.94, 3.32], [0.76, 0.64, -0.17], [1.04, 0.39, -0.36], [0.38, -0.59, -0.56], [0.21, -0.20, 0.77], [-0.56, 0.18, 0.09], [1.30, -0.54, -2.05], [-0.51, -0.32, 0.94], [0.59, -0.26, 0.81], [-0.63, -0.30, -0.80], [2.64, -0.17, -1.71], [0.74, -0.76, -0.09], [-2.02, -2.19, -1.85], [-1.56, 0.77, -0.04], [1.23, 2.51, -0.10], [-0.40, -3.79, 0.63], [0.75, 4.33, -0.75], [1.03, -0.62, -1.22], [0.32, -0.91, 1.29], [0.21, 0.64, -0.15], [1.01, 0.40, -2.83], [0.34, 0.48, -0.03], [1.28, -1.89, -0.06], [0.11, -2.34, -1.89], [0.09, -0.31, 0.66], [-0.38, 2.18, 1.96], [0.87, 1.43, -0.85], [1.17, -0.12, 0.43], [-1.63, -2.19, 1.97], [-1.63, 3.46, -1.08], [-1.04, 1.10, -0.58], [-0.01, -0.25, 0.54], [0.27, 0.73, -0.60], [0.30, -0.47, -0.41], [1.87, -1.53, -0.11], [-0.90, -1.01, 4.01], [-0.97, 0.87, -1.28], [1.49, 1.33, 0.71], [0.01, -0.28, -0.30], [-0.02, -0.54, -0.44], [-2.03, 3.16, -0.03], [-0.87, -1.60, 0.45], [0.31, -0.19, 1.30], [0.09, 0.02, -0.01], [-1.77, -0.62, 0.53], [0.81, -0.81, 0.93], [-0.08, -1.88, 0.22], [-0.07, 0.56, -0.85], [-1.58, 0.56, 1.15], [-0.29, -0.80, -0.38], [-0.18, -0.15, 0.15], [-0.79, -0.53, -0.70], [-0.38, 0.92, 1.51], [-1.60, 0.98, 0.07], [-0.09, 1.54, 0.91], [0.20, 0.73, -1.84], [-0.39, -0.21, 1.78], [-0.18, 0.01, 0.24], [1.04, -0.94, 0.37], [1.39, -1.02, -0.14], [-0.02, 0.27, -0.14], [0.05, -0.02, 0.05], [-0.05, -0.08, -0.04], [-0.92, 1.43, 0.42], [0.32, 1.48, -0.92], [-0.60, -1.12, 1.29], [0.00, 0.07, -0.06], [0.85, -0.76, -1.33], [-0.18, -0.15, -0.14], [1.02, -0.85, -0.53], [0.80, -1.37, 0.83], [-1.62, 0.07, -0.73], [0.01, 0.03, 0.07], [-1.03, -0.71, -1.07], [1.33, 0.58, -1.17], [-0.04, 0.29, 0.03], [-0.97, -0.95, -1.03], [-0.16, 0.01, -0.23], [-0.20, -0.88, -1.00], [0.09, -1.09, -1.28], [0.89, 1.45, -0.39], [1.72, 0.26, 0.54], [0.04, -0.03, -0.04], [-0.91, -0.38, -0.43], [-0.61, 1.83, -0.10], [-1.40, 1.38, 0.71], [0.21, 1.41, 0.41]]
}

---

{
  "formula": "C26H46BN4O5",
  "method": "ωB97M-V with the def2-TZVPD basis set",
  "multiplicity": 1,
  "smiles": "[H]/N=C\\CN1[C@@H](CCCCOC)[C@@H](c2ccccc2)[N@@H+](CON=O)[C@@](OCC)([C@H](C)CCC)[C@H]1B(C)O",
  "energy_ha": -1638.00740,
  "max_force_ha_per_bohr": 0.016,
  "charge": 1,
  "gap_ev": 7.91,
  "symbols": ["O", "O", "O", "O", "O", "N", "N", "N", "N", "C", "C", "C", "C", "C", "C", "C", "C", "C", "C", "C", "C", "C", "C", "C", "C", "C", "C", "C", "C", "C", "C", "C", "C", "C", "C", "B", "H", "H", "H", "H", "H", "H", "H", "H", "H", "H", "H", "H", "H", "H", "H", "H", "H", "H", "H", "H", "H", "H", "H", "H", "H", "H", "H", "H", "H", "H", "H", "H", "H", "H", "H", "H", "H", "H", "H", "H", "H", "H", "H", "H", "H", "H"],
  "positions_angstrom": [[1.542450, -2.411527, 1.050729], [3.184036, -0.900843, 2.811022], [-4.822484, 2.485366, -1.632065], [3.580589, -2.721462, 3.963014], [-0.334829, -1.463220, -2.578116], [2.620771, 3.156593, -3.101263], [3.387948, -1.611196, 4.135586], [1.492848, 0.444523, -1.368067], [1.650475, -0.098738, 1.309410], [-0.516413, -1.413721, 0.464623], [-0.883067, -2.892987, 0.179066], [2.364362, 1.921387, -3.098900], [-0.278636, 1.787392, 3.063037], [0.829218, 1.434916, -0.533714], [1.729303, -2.873123, -3.040634], [-3.113594, -4.144502, 0.063851], [0.382208, 2.171534, 1.898387], [1.249763, 1.334814, 0.965207], [1.568451, -0.985291, -0.966589], [-1.000265, 2.703885, 3.816357], [-0.387773, 4.431186, 2.292886], [2.707615, 0.939539, -2.007041], [0.325573, 3.515016, 1.540947], [3.971492, -2.817327, 0.478291], [2.506432, -3.257884, 0.430699], [-1.087112, 2.856830, -1.514828], [1.020567, -1.276979, 0.437871], [-2.258304, -3.015249, -0.511764], [-0.682591, 1.549545, -0.827662], [-5.157901, 1.235798, -1.080167], [-1.066764, 4.026283, 3.431874], [-3.584783, 2.997735, -1.173380], [-2.464497, 2.739688, -2.180979], [-1.274111, -0.999813, 1.723807], [1.878034, -0.370212, 2.755388], [0.932085, -1.800986, -2.209784], [-4.486874, 0.441890, -1.435444], [-2.081409, -3.202016, -1.570237], [-0.928542, 0.750185, -1.526465], [-0.332717, 3.132599, -2.254286], [1.837646, 1.515098, -3.963845], [4.509950, -3.369542, -0.292882], [-5.141233, 1.265460, 0.014168], [-2.607763, 1.734002, -2.583063], [3.127260, 3.433904, -2.256780], [2.435810, -4.190901, 0.990742], [-1.509156, 2.363997, 4.707386], [-3.326763, 2.529925, -0.214140], [-1.518441, 0.056619, 1.736334], [-3.063321, -4.146778, 1.154540], [1.735828, -2.641190, -4.107473], [-0.793465, -1.301026, 2.651777], [0.851027, 3.876002, 0.664829], [-0.137296, -3.353183, -0.473233], [1.181085, -3.818118, -2.941538], [-4.162858, -4.013779, -0.199064], [-2.800824, -2.070398, -0.432781], [1.143355, -1.060260, 3.159023], [4.116584, -1.750306, 0.325849], [-2.535875, 3.460194, -2.994888], [2.213615, 1.852001, 1.019372], [-0.570448, -1.788480, -3.453656], [-0.961574, -0.870734, -0.359890], [4.412338, -3.081998, 1.436044], [2.745512, -3.059064, -2.697737], [-0.414572, 5.470140, 1.992946], [2.608494, -0.154543, 0.955914], [-2.787006, -5.113707, -0.310715], [2.215825, -3.521521, -0.586109], [-3.723282, 4.068705, -1.017849], [-0.896462, -3.435608, 1.124511], [-2.236909, -1.515528, 1.707081], [1.254445, 2.390802, -0.842090], [2.632628, -1.235550, -0.969035], [-1.154233, 3.661155, -0.775731], [-1.297713, 1.397708, 0.058390], [1.845205, 0.570053, 3.302338], [-1.627071, 4.736207, 4.023432], [3.251566, 0.104422, -2.452566], [-0.253024, 0.768395, 3.406511], [-6.165672, 0.990910, -1.407908], [3.385232, 1.446886, -1.298884]],
  "forces_ev_per_angstrom": [[0.05, 0.34, 0.20], [-0.07, -0.26, -0.39], [-0.10, 0.18, 0.15], [0.28, 0.17, -0.11], [0.24, 0.25, -0.08], [-0.02, 0.03, 0.00], [-0.35, -0.11, 0.38], [0.33, 0.03, 0.11], [-0.41, 0.09, -0.30], [-0.41, -0.37, 0.22], [-0.10, 0.23, -0.39], [0.07, 0.06, -0.11], [0.07, -0.10, -0.19], [-0.37, -0.03, 0.11], [-0.19, 0.00, 0.23], [-0.05, 0.22, -0.02], [-0.07, -0.26, 0.19], [0.35, 0.42, -0.07], [-0.19, -0.03, -0.42], [0.01, -0.19, 0.00], [-0.08, 0.09, 0.01], [-0.01, 0.16, 0.06], [0.01, 0.33, -0.03], [-0.22, -0.19, 0.17], [0.50, -0.52, -0.05], [-0.26, -0.07, 0.04], [-0.09, -0.15, 0.07], [0.14, -0.18, 0.27], [-0.13, -0.19, -0.26], [0.01, -0.09, -0.19], [0.00, 0.12, 0.01], [-0.07, -0.29, -0.26], [0.11, 0.13, 0.33], [-0.28, -0.09, -0.19], [0.53, 0.19, 0.61], [-0.14, -0.12, -0.03], [0.06, -0.01, 0.08], [-0.17, 0.18, -0.08], [0.04, -0.06, 0.03], [0.03, 0.02, 0.01], [-0.09, -0.06, 0.06], [0.06, 0.10, -0.04], [0.02, -0.02, 0.03], [0.06, 0.03, -0.16], [0.03, 0.00, 0.00], [-0.16, 0.05, 0.03], [-0.01, 0.01, 0.04], [-0.03, 0.12, 0.08], [0.18, 0.12, 0.15], [0.02, -0.08, 0.00], [0.08, 0.01, -0.03], [0.05, -0.01, 0.04], [0.03, -0.04, 0.01], [0.06, -0.15, 0.15], [0.05, -0.04, -0.07], [0.00, -0.08, -0.12], [-0.01, 0.02, -0.02], [-0.08, -0.09, -0.23], [0.08, 0.01, -0.09], [-0.12, -0.11, -0.10], [0.09, -0.18, 0.01], [-0.15, -0.14, 0.08], [0.34, 0.29, -0.09], [0.04, 0.14, 0.02], [0.09, 0.07, -0.13], [0.03, -0.01, -0.05], [0.01, 0.04, -0.01], [0.01, -0.07, 0.13], [-0.19, 0.29, -0.06], [0.08, 0.02, 0.08], [0.21, -0.10, -0.03], [0.02, 0.01, 0.02], [-0.03, -0.03, -0.06], [-0.02, -0.06, 0.24], [0.26, 0.10, -0.05], [0.04, 0.01, 0.12], [-0.10, 0.07, -0.13], [-0.01, 0.04, -0.02], [-0.01, -0.03, 0.01], [-0.06, -0.08, 0.03], [-0.02, 0.03, -0.01], [0.08, -0.10, 0.04]]
}